{
  "formula": "C7H12N2",
  "method": "ωB97M-V/def2-TZVPD",
  "total_charge": 0,
  "de_lowest_kj_mol": 740.2,
  "total_energy_ev": -10425.8054,
  "species": ["N", "N", "C", "C", "C", "C", "C", "C", "C", "H", "H", "H", "H", "H", "H", "H", "H", "H", "H", "H", "H"],
  "positions_angstrom": [[2.807, 0.871, 0.084], [-1.730, 0.367, -0.260], [-0.461, -1.147, 1.155], [0.604, -0.510, -0.806], [-1.733, 1.773, 0.290], [-1.457, -0.969, -0.023], [-0.952, -0.339, -1.119], [2.077, -0.222, -0.081], [0.701, -0.349, 0.596], [-2.350, -1.644, -0.297], [2.691, -1.161, -0.322], [-0.917, 2.421, -0.102], [2.516, 1.964, -0.032], [3.621, 0.848, -0.469], [0.747, -1.536, -0.843], [-1.188, -0.703, -2.152], [-0.318, -2.293, 1.137], [-1.778, 1.857, 1.475], [0.285, 0.704, 0.932], [-2.679, 2.370, -0.247], [-0.845, -0.908, 2.082]],
  "lowdin_charge": [0.018, -0.083, -0.078, -0.122, -0.072, -0.293, -0.267, -0.258, -0.281, 0.167, 0.163, 0.058, 0.182, 0.057, 0.085, 0.149, 0.136, 0.108, 0.144, 0.112, 0.072]
}

{
  "formula": "C37H76BFO17PS6",
  "method": "ωB97M-V/def2-TZVPD",
  "total_charge": -1,
  "total_energy_ev": -152104.9750,
  "species": ["S", "S", "S", "S", "S", "S", "P", "F", "O", "O", "O", "O", "O", "O", "O", "O", "O", "O", "O", "O", "O", "O", "O", "O", "O", "C", "C", "C", "C", "C", "C", "C", "C", "C", "C", "C", "C", "C", "C", "C", "C", "C", "C", "C", "C", "C", "C", "C", "C", "C", "C", "C", "C", "C", "C", "C", "C", "C", "C", "C", "C", "C", "B", "H", "H", "H", "H", "H", "H", "H", "H", "H", "H", "H", "H", "H", "H", "H", "H", "H", "H", "H", "H", "H", "H", "H", "H", "H", "H", "H", "H", "H", "H", "H", "H", "H", "H", "H", "H", "H", "H", "H", "H", "H", "H", "H", "H", "H", "H", "H", "H", "H", "H", "H", "H", "H", "H", "H", "H", "H", "H", "H", "H", "H", "H", "H", "H", "H", "H", "H", "H", "H", "H", "H", "H", "H", "H", "H", "H"],
  "positions_angstrom": [[-3.689, 2.102, -1.879], [1.757, 0.396, 3.375], [-4.213, -2.277, 2.201], [1.538, -4.219, -1.241], [-9.214, -2.690, 3.979], [6.175, -0.419, 3.356], [6.612, 2.532, -4.647], [5.031, 0.555, -7.177], [2.537, 0.127, 2.187], [0.325, -3.922, -1.964], [-4.210, -3.711, 2.018], [6.583, 3.971, -5.126], [-8.228, -3.690, 4.318], [-4.125, -1.361, 1.087], [3.959, 2.580, -4.411], [7.883, 1.638, -5.292], [0.313, 0.439, 3.354], [-8.883, -1.287, 3.887], [5.046, 0.303, 3.902], [-3.425, 1.805, -3.267], [6.868, 2.575, -2.960], [3.036, 1.170, -6.036], [1.862, -3.584, 0.014], [-2.815, 2.940, -1.091], [6.721, -1.589, 4.007], [2.928, -4.036, -2.345], [-5.041, -1.355, 4.555], [-5.432, 0.594, -0.554], [-10.036, -3.192, 2.476], [5.819, -0.811, 1.653], [2.293, 1.049, -3.462], [1.681, -5.994, -1.033], [2.011, 4.845, -3.364], [-0.306, 0.947, -2.814], [-5.616, -1.812, 3.213], [-6.205, 1.468, -1.547], [6.326, 0.397, 0.875], [-11.199, -4.053, 2.952], [2.416, 1.570, 5.623], [-0.023, 1.575, -1.380], [2.152, 4.591, -4.929], [2.843, -6.436, -1.928], [-3.970, 0.564, -1.010], [-3.632, -0.814, 4.291], [2.358, 1.896, 4.134], [4.950, 1.712, -4.880], [3.803, -5.249, -2.052], [7.676, 0.760, 1.502], [3.386, 5.140, -2.637], [1.596, -0.248, -0.342], [-10.629, -2.896, 5.058], [-5.358, 2.720, -1.743], [2.278, -0.710, 4.682], [0.935, 5.994, -3.053], [4.388, 1.476, -6.365], [3.004, 0.158, 5.713], [-2.956, -1.841, 3.391], [7.493, 0.747, 3.023], [1.630, 3.131, -5.265], [-11.794, -3.320, 4.158], [0.220, 0.506, -0.238], [0.928, 0.239, -3.503], [2.644, 1.928, -4.798], [-9.338, -3.727, 1.834], [1.423, 3.081, -6.376], [-3.287, 0.498, -0.167], [0.337, 5.636, -2.174], [1.866, -0.761, 0.640], [-5.620, 3.283, -2.638], [-3.074, -0.666, 5.217], [3.020, 2.297, 6.168], [-11.937, -4.201, 2.163], [0.631, 3.039, -4.735], [3.293, 6.081, -2.020], [-10.833, -1.955, 5.566], [1.448, 5.329, -5.422], [-1.087, 0.139, -2.658], [-6.316, 0.938, -2.498], [-10.834, -5.037, 3.262], [3.340, -7.317, -1.520], [1.408, 1.580, 6.050], [-3.696, 0.149, 3.778], [8.424, 0.014, 1.215], [3.428, -3.087, -2.155], [-7.204, 1.715, -1.180], [-6.276, -2.668, 3.328], [-12.335, -2.434, 3.814], [-12.504, -3.945, 4.701], [8.034, 1.731, 1.158], [0.256, 1.098, 0.725], [5.630, 1.233, 0.987], [6.028, 2.303, -2.550], [0.222, 6.127, -3.901], [3.354, 2.091, 3.737], [-2.697, -2.743, 3.947], [2.934, -1.474, 4.265], [2.399, 0.465, -0.675], [6.420, 0.177, -0.189], [4.286, 2.533, -6.751], [1.573, 3.909, -2.914], [4.543, -5.407, -2.838], [-10.386, -3.668, 5.788], [2.409, 1.728, -2.578], [-0.804, 1.688, -3.499], [-4.983, -2.207, 5.239], [1.387, -1.176, 5.105], [4.338, -5.106, -1.108], [-5.844, -0.412, -0.494], [0.744, -6.466, -1.324], [4.264, 5.212, -3.324], [4.072, 0.191, 5.468], [2.548, -4.062, -3.367], [8.441, 1.290, -4.579], [2.464, -6.702, -2.918], [3.596, 4.292, -1.932], [1.887, -6.193, 0.019], [-10.392, -2.290, 1.976], [-6.142, -1.002, 2.707], [-5.496, 1.034, 0.446], [-2.077, -1.451, 2.877], [-0.645, -0.204, -0.107], [3.168, 4.819, -5.333], [1.488, 6.922, -2.765], [-5.681, -0.605, 5.022], [-0.978, 2.133, -1.070], [-5.403, 3.367, -0.865], [1.500, -1.095, -1.094], [0.657, 0.124, -4.596], [4.750, -0.985, 1.528], [3.117, 0.273, -3.370], [1.690, 2.723, 3.899], [8.397, 0.424, 3.538], [1.132, -0.797, -3.132], [6.381, -1.710, 1.395], [5.064, 0.685, -4.430], [2.904, -0.258, 6.718], [-3.783, -0.255, -1.703], [7.182, 1.723, 3.397], [0.775, 2.371, -1.382]],
  "lowdin_charge": [0.670, 0.683, 0.690, 0.650, 0.664, 0.701, 0.657, 0.018, -0.348, -0.317, -0.323, -0.329, -0.318, -0.318, -0.078, -0.170, -0.324, -0.323, -0.341, -0.313, -0.197, 0.008, -0.320, -0.334, -0.323, -0.228, -0.211, -0.236, -0.228, -0.216, -0.095, -0.228, -0.369, -0.186, -0.230, -0.226, -0.210, -0.223, -0.213, -0.202, -0.184, -0.223, -0.231, -0.219, -0.226, -0.324, -0.226, -0.212, -0.080, -0.125, -0.222, -0.239, -0.214, -0.086, -0.301, -0.232, -0.222, -0.220, -0.073, -0.218, -0.228, -0.192, -0.820, 0.113, 0.101, 0.086, 0.067, 0.042, 0.105, 0.115, 0.114, 0.116, 0.092, 0.058, 0.104, 0.088, 0.101, 0.118, 0.121, 0.110, 0.114, 0.122, 0.117, 0.110, 0.109, 0.070, 0.117, 0.114, 0.117, 0.083, 0.126, 0.052, 0.062, 0.093, 0.109, 0.103, 0.074, 0.119, 0.172, 0.098, 0.114, 0.106, 0.077, 0.090, 0.119, 0.101, 0.117, 0.103, 0.101, 0.070, 0.073, 0.114, 0.057, 0.116, 0.064, 0.102, 0.111, 0.101, 0.115, 0.106, 0.106, 0.103, 0.057, 0.115, 0.070, 0.104, 0.050, 0.112, 0.100, 0.094, 0.110, 0.101, 0.075, 0.111, 0.131, 0.113, 0.115, 0.105, 0.096]
}

{
  "formula": "C5H8O2",
  "method": "ωB97M-V/def2-TZVPD",
  "total_charge": 0,
  "de_lowest_kj_mol": 544.6,
  "total_energy_ev": -9404.1878,
  "species": ["O", "O", "C", "C", "C", "C", "C", "H", "H", "H", "H", "H", "H", "H", "H"],
  "positions_angstrom": [[0.824, -0.349, 2.709], [-0.307, 0.904, 0.590], [1.145, -1.487, 2.161], [-0.828, -0.017, -1.256], [-0.099, 1.211, -0.796], [0.662, 0.119, -1.456], [-1.143, -0.226, 0.212], [0.961, 0.311, -2.483], [1.366, -0.471, -0.872], [1.355, -1.246, 1.080], [-0.151, 2.251, -1.099], [-1.526, -0.153, -2.073], [-0.822, -1.157, 0.688], [0.760, 0.406, 2.076], [-2.187, -0.020, 0.469]],
  "lowdin_charge": [-0.075, -0.120, -0.016, -0.158, -0.237, -0.048, -0.124, 0.112, 0.096, -0.023, 0.149, 0.133, 0.099, 0.082, 0.130]
}

{
  "formula": "C4H13N2O",
  "method": "ωB97M-V/def2-TZVPD",
  "total_charge": 1,
  "de_lowest_kj_mol": 158.0,
  "total_energy_ev": -9379.9465,
  "species": ["O", "N", "N", "C", "C", "C", "C", "H", "H", "H", "H", "H", "H", "H", "H", "H", "H", "H", "H", "H"],
  "positions_angstrom": [[-0.427, 2.025, -0.694], [0.328, -0.027, 0.964], [1.007, -0.506, -1.544], [-1.130, 1.858, 0.560], [0.651, -1.418, 0.698], [0.498, -1.698, -0.838], [-1.052, 0.405, 0.916], [-0.567, -1.782, -1.017], [-1.570, 0.239, 1.870], [1.671, -1.613, 1.027], [0.664, -0.384, -2.496], [-1.661, -0.264, 0.305], [2.022, -0.536, -1.663], [-0.580, 2.441, 1.300], [0.001, -2.053, 1.287], [0.772, 0.335, -0.977], [1.095, -2.570, -1.036], [-2.177, 2.156, 0.486], [-0.377, 2.971, -0.865], [0.833, 0.420, 1.718]],
  "lowdin_charge": [-0.091, -0.104, 0.180, -0.205, -0.171, -0.109, -0.217, 0.123, 0.132, 0.127, 0.174, 0.125, 0.177, 0.127, 0.123, 0.117, 0.127, 0.129, 0.099, 0.138]
}

no.,LUMO level (Eh)
1,0.03385
2,0.04707
3,0.03255
4,-0.11313